DFT (ωB97M-V/def2-TZVPD) results for an isolated molecule of C7H12N4 at a distorted geometry.

Calculated values
Maximum force ... 6.49 eV/Å
Highest occupied orbital energy (alpha / beta) ... -4.7 / -8.7 eV
ΔE to the lowest compared entry with this formula, charge and spin ... 0.8972 eV
HOMO-LUMO gap (alpha / beta) ... 5.412 / 6.826 eV
Charge ... 0
Spin multiplicity ... 3

Structure (XYZ):
```
23
Properties=species:S:1:pos:R:3:forces:R:3:mulliken_charge:R:1
C -1.0445 1.9067 0.0510 -4.948 4.154 0.614 -0.71
C 0.2771 1.6333 -0.0806 3.597 -3.161 -0.310 1.04
C 0.6561 0.2586 -0.1196 -5.247 0.375 0.688 0.02
C -1.8154 -0.1991 0.3022 -1.549 -5.271 0.428 0.75
C 1.3177 2.6585 -0.3421 -2.917 1.814 4.610 -1.16
C -2.9781 -1.1173 0.7009 2.593 -2.875 -3.432 -1.27
C 2.6858 -1.1906 -0.2817 -0.720 -0.989 1.518 -0.69
N -2.0129 1.0389 0.2112 -0.574 3.355 0.283 -0.49
N 1.7771 -0.1060 -0.4066 4.400 -0.856 -0.735 -0.23
N -0.6333 -0.7997 0.0613 3.735 2.066 0.027 0.32
N -0.4642 -2.1274 -0.2667 -0.333 -2.103 3.046 -0.95
H -1.3833 2.9866 0.1509 0.552 -1.317 -0.374 0.20
H 1.6511 2.4922 -1.2664 1.890 -0.320 -3.683 0.35
H 2.1045 2.5236 0.4518 -0.531 0.644 -1.005 0.28
H 0.7065 3.6607 -0.2877 1.808 -1.542 -0.004 0.30
H -2.6053 -1.9791 1.2717 -0.117 0.466 0.263 0.30
H -3.4472 -1.6709 -0.2086 0.659 1.226 1.193 0.20
H -3.6743 -0.5774 1.1837 -2.481 1.752 1.706 0.45
H 3.3641 -0.9664 0.6254 -0.754 -0.418 -1.515 0.26
H 3.2537 -1.2615 -1.2059 0.317 -0.049 0.168 0.26
H 2.1665 -2.1818 -0.0877 0.815 0.856 -0.154 0.22
H -0.0683 -2.7935 0.5595 -1.067 2.358 -2.193 0.25
H 0.1666 -2.1885 -1.0158 0.874 -0.164 -1.140 0.29
```
Forces are in eV/Å.